# 1
Here is a cluster of 15 separate species, C28H66FN14O29SSi in total at a distorted geometry from OMol25. Energies are from ωB97M-V/def2-TZVPD.

The geometry in XYZ format:
```
140
Properties=species:S:1:pos:R:3:forces:R:3:mulliken_charge:R:1
C 2.9923 -4.3280 -0.8677 0.0 -0.3 0.1 -0.93
C 2.2979 -3.1671 -1.6258 -0.3 1.3 -1.0 0.85
C 2.8092 -2.7585 -2.9388 -1.6 1.6 0.0 -1.27
C 2.2224 -1.6336 -3.6923 -1.0 -0.6 2.4 -0.63
C 1.0799 -0.9157 -3.1022 -0.5 -0.8 0.8 0.54
C 0.4143 0.3161 -3.7914 1.4 0.6 -0.4 1.27
C 0.5199 0.3202 -5.3643 -0.7 0.3 0.1 -1.48
C 1.1614 1.6064 -3.2020 -0.5 -0.9 0.6 -1.18
C 0.5278 -1.3177 -1.7915 3.4 -1.8 -1.9 -0.36
O -0.5603 -0.5784 -1.2613 -0.4 -1.4 -0.1 0.19
C -1.7490 -1.3446 -1.2122 1.1 -0.6 0.7 -0.91
S -2.8870 -0.7719 -2.5510 1.6 0.8 -1.1 0.48
F -2.2747 -1.4391 -3.9280 -0.7 0.3 1.8 -0.24
Si -4.8984 -1.6201 -2.3577 -3.9 -2.0 -0.4 0.14
C -5.2608 -2.4386 -0.6820 1.1 0.5 0.2 -0.76
C -6.1786 -0.2669 -2.8093 1.2 0.3 -0.1 -0.74
C -5.0909 -2.9509 -3.7305 1.1 0.9 -0.7 -0.99
C 1.1462 -2.4455 -1.0699 0.2 1.0 -1.3 -0.20
H 2.4316 -5.2816 -1.1080 0.6 1.1 0.5 -0.05
H 4.0509 -4.5054 -1.2168 -1.1 0.4 0.1 0.33
H 3.0824 -4.1555 0.2506 -0.5 -0.2 -1.5 0.13
H 3.6693 -3.2615 -3.4387 -0.8 0.2 0.8 0.60
H 2.6350 -1.3081 -4.6961 -0.6 -0.5 1.4 0.39
H -0.6668 0.4512 -3.5331 0.9 -0.4 0.0 -0.38
H -0.2579 1.0484 -5.7375 0.9 -0.6 0.3 0.44
H 1.5195 0.6963 -5.7117 -0.9 -0.6 0.3 0.35
H 0.2457 -0.6645 -5.8371 0.6 0.9 0.5 0.24
H 2.2695 1.4291 -3.1001 -1.1 0.3 -0.5 0.25
H 0.9281 2.5141 -3.8122 0.3 -0.7 0.7 0.41
H 0.7858 1.6981 -2.1392 0.4 0.3 -1.1 0.17
H -2.2025 -1.1813 -0.1900 -0.3 -0.1 -1.3 0.53
H -1.5551 -2.4407 -1.3748 -0.2 0.9 0.1 0.68
H -6.1989 -3.0396 -0.8081 0.8 0.6 0.1 0.36
H -5.3594 -1.6372 0.1031 -0.1 -1.0 -0.5 0.18
H -4.4046 -3.1292 -0.4369 -1.0 0.5 0.0 0.31
H -6.3768 0.4480 -1.9570 0.1 -0.8 -1.1 0.02
H -5.7452 0.2532 -3.7122 -0.6 -0.1 0.9 0.36
H -7.0883 -0.8147 -3.1603 0.6 0.5 0.5 0.39
H -4.9581 -2.3886 -4.7015 -0.2 -0.7 0.8 0.31
H -4.2765 -3.7162 -3.7021 -0.9 0.4 0.0 0.34
H -6.1196 -3.3903 -3.7449 0.9 0.3 0.3 0.37
H 0.7238 -2.7077 -0.0644 0.6 0.1 -1.0 0.46
C 3.8404 -2.1083 3.8914 0.3 0.1 0.2 -0.90
N 3.5682 -3.0349 2.7628 0.2 0.1 0.3 0.80
O 3.9036 -2.6740 1.6462 -0.2 0.0 0.1 -0.34
O 3.0281 -4.0884 3.0296 0.1 0.2 -0.3 -0.54
H 4.3212 -1.2156 3.5023 0.0 -0.1 0.0 0.29
H 2.8875 -1.8658 4.3470 0.1 -0.2 0.0 0.37
H 4.4941 -2.6241 4.5918 -0.1 -0.1 -0.1 0.35
C 5.4747 -1.3797 -1.3283 -0.2 -0.2 -0.1 -0.56
N 6.7891 -0.7272 -1.0979 0.1 0.0 -0.2 0.86
O 7.7846 -1.3420 -1.4374 -0.2 0.4 0.3 -0.51
O 6.7716 0.3778 -0.5832 0.1 -0.4 -0.1 -0.51
H 5.6405 -2.3501 -1.7872 0.1 0.1 0.0 0.27
H 4.9910 -1.4894 -0.3589 0.0 0.1 -0.1 0.17
H 4.8967 -0.7351 -1.9870 0.0 0.0 0.1 0.28
C -7.9755 3.6575 -0.9956 0.0 0.3 -0.1 -0.69
N -8.3791 2.2296 -1.1013 -0.1 0.2 -0.1 0.82
O -9.1465 1.9323 -1.9893 0.2 -0.2 0.3 -0.49
O -7.9025 1.4576 -0.2803 -0.1 0.0 -0.2 -0.44
H -8.4707 4.2187 -1.7826 0.0 -0.1 0.0 0.31
H -8.2832 4.0135 -0.0147 0.1 -0.1 0.0 0.29
H -6.8941 3.7020 -1.1105 0.0 0.0 0.1 0.23
C 0.9149 0.0594 2.1050 -0.1 0.0 -0.3 -0.50
N 1.2549 0.6661 3.4210 0.0 0.1 0.0 0.99
O 0.9961 1.8419 3.5806 0.1 -0.3 0.1 -0.54
O 1.7709 -0.0662 4.2437 -0.3 0.4 -0.1 -0.59
H 0.4654 0.8215 1.4746 0.1 0.0 0.1 0.12
H 1.8397 -0.3103 1.6642 -0.1 -0.1 0.1 0.20
H 0.2143 -0.7526 2.2906 0.1 0.0 0.1 0.28
C -1.7567 2.4173 -0.1100 0.1 -0.2 0.1 -0.53
N -2.7422 3.1698 -0.9311 -0.1 0.0 0.0 1.01
O -3.6656 2.5430 -1.4270 0.1 0.1 0.0 -0.56
O -2.5564 4.3603 -1.0495 -0.2 -0.3 0.0 -0.56
H -2.0450 1.3711 -0.0900 0.0 0.1 0.0 -0.06
H -0.7806 2.5404 -0.5752 -0.1 0.1 0.1 0.23
H -1.7729 2.8416 0.8919 0.1 0.1 -0.1 0.44
C 1.6862 -3.8850 -6.9581 -0.1 -0.3 0.0 -0.75
N 2.9107 -3.0409 -6.9858 0.0 -0.1 -0.1 1.02
O 3.9835 -3.6094 -6.9471 -0.1 0.3 0.0 -0.55
O 2.7488 -1.8349 -7.0455 0.1 -0.2 0.1 -0.57
H 1.9822 -4.9288 -6.9050 0.1 0.1 0.0 0.34
H 1.1126 -3.6000 -6.0777 0.0 0.1 -0.1 0.20
H 1.1311 -3.6873 -7.8726 0.0 0.1 0.1 0.33
C -0.1180 2.8158 6.5675 0.0 -0.2 -0.2 -0.81
N -0.8292 3.7323 7.4972 -0.1 -0.1 0.0 0.90
O -1.9661 3.4327 7.8190 0.4 0.3 0.0 -0.53
O -0.2182 4.7176 7.8679 -0.3 -0.2 0.0 -0.47
H -0.7762 1.9874 6.3218 0.0 0.1 0.1 0.31
H 0.1357 3.3845 5.6761 0.1 0.0 0.1 0.29
H 0.7756 2.4611 7.0762 0.0 0.1 -0.1 0.31
C -1.6125 7.4804 -1.1687 -0.1 -0.3 0.0 -0.65
N -0.4044 8.3462 -1.2229 0.1 0.1 0.0 0.89
O 0.6804 7.7952 -1.1921 -0.2 0.2 0.0 -0.52
O -0.5907 9.5436 -1.2942 0.1 -0.2 0.0 -0.53
H -1.2967 6.4442 -1.1073 0.1 0.1 0.0 0.27
H -2.1801 7.7640 -0.2851 0.0 0.1 -0.1 0.28
H -2.1836 7.6567 -2.0775 0.0 0.1 0.1 0.28
C -2.5013 5.8549 9.7084 -0.2 -0.2 -0.1 -0.73
N -3.2069 6.7764 10.6395 -0.1 -0.1 0.0 0.91
O -4.3401 6.4869 10.9666 0.2 0.2 0.0 -0.55
O -2.5895 7.7598 11.0068 -0.1 -0.1 0.0 -0.54
H -3.1607 5.0287 9.4644 0.0 0.1 0.1 0.40
H -2.2480 6.4217 8.8159 0.1 0.0 0.1 0.25
H -1.6080 5.4977 10.2153 0.0 0.1 -0.1 0.25
C 0.9117 -8.2202 -1.0938 0.0 0.1 0.3 -0.73
N 1.0869 -7.6842 -2.4709 0.0 0.0 -0.1 0.85
O 1.1821 -6.4736 -2.5974 -0.1 -0.2 -0.1 -0.52
O 1.1227 -8.4926 -3.3722 0.0 0.3 0.1 -0.51
H 0.8979 -7.3891 -0.3942 0.0 0.0 -0.1 0.27
H -0.0318 -8.7609 -1.0703 0.1 -0.1 -0.1 0.29
H 1.7504 -8.8823 -0.8906 -0.1 -0.1 -0.1 0.30
C -7.7120 -0.0843 2.8298 -0.2 -0.2 -0.1 -0.68
N -6.3891 0.5734 3.0023 0.0 0.0 0.0 0.93
O -5.4024 -0.0392 2.6208 -0.1 0.2 0.0 -0.55
O -6.3841 1.6732 3.5088 0.2 -0.3 -0.2 -0.53
H -7.5612 -1.0549 2.3663 0.1 0.1 0.0 0.26
H -8.1596 -0.1943 3.8151 0.0 0.1 -0.1 0.32
H -8.3152 0.5580 2.1920 0.0 0.0 0.1 0.24
C 0.7925 7.6809 10.2893 -0.2 0.0 0.2 -0.65
N 2.1448 7.0809 10.1345 0.0 -0.1 0.0 0.91
O 2.4253 6.1387 10.8510 0.0 0.2 -0.2 -0.53
O 2.8739 7.5783 9.2987 -0.1 -0.2 0.2 -0.53
H 0.2565 7.1407 11.0637 0.1 0.0 0.0 0.27
H 0.9255 8.7235 10.5687 0.0 0.0 -0.1 0.33
H 0.2827 7.5911 9.3328 0.1 0.1 0.0 0.21
C 8.7937 -1.0326 1.8850 0.2 0.2 -0.1 -0.24
N 8.6588 -2.3375 2.5858 0.2 0.0 0.0 0.90
O 9.6446 -3.0394 2.6598 -0.3 0.0 0.1 -0.52
O 7.5577 -2.6071 3.0374 0.2 0.0 -0.1 -0.55
H 9.8167 -0.9240 1.5373 -0.1 -0.1 0.1 0.30
H 8.1033 -1.0365 1.0478 0.0 0.1 0.1 -0.16
H 8.5444 -0.2504 2.5987 -0.1 -0.1 -0.1 0.28
C 4.8403 -5.5112 -9.9034 0.1 0.0 0.3 -0.66
N 3.5708 -5.8701 -10.5900 0.0 0.0 0.0 0.88
O 2.5996 -6.0994 -9.8888 0.1 0.1 -0.2 -0.52
O 3.5936 -5.9079 -11.8018 -0.1 0.0 0.3 -0.52
H 4.6695 -5.5166 -8.8306 -0.1 0.0 -0.1 0.26
H 5.5859 -6.2534 -10.1796 0.0 0.1 -0.1 0.30
H 5.1274 -4.5187 -10.2435 0.0 -0.1 -0.1 0.27
```
Positions in Å, forces in eV/Å.

The net charge is +1. Its LUMO energy is -5.30 eV. The calculation puts the frontier orbital gap at 6.2441 eV.

=====

# 2
Here is a cluster of 9 separate species, C28H67FN2O12S10 in total at a distorted geometry from OMol25. Energies are from ωB97M-V/def2-TZVPD.

The geometry in XYZ format:
```
120
Properties=species:S:1:pos:R:3:forces:R:3:mulliken_charge:R:1
C 6.9740 2.2461 2.1236 -0.7 -0.3 0.2 -1.03
C 5.4301 2.3236 2.0148 0.6 0.5 -0.2 0.11
C 5.0161 3.0360 0.7192 0.0 -0.6 0.1 -0.80
C 3.6022 2.6832 0.2396 0.6 -0.3 -0.2 -0.36
O 2.7725 2.1706 1.3080 -0.2 0.6 -0.5 -0.27
C 1.7397 2.9566 1.7747 0.2 -1.6 2.0 0.22
N 1.7717 2.6288 3.2800 0.3 0.7 -0.6 -0.54
C 1.8084 3.4762 4.1298 -0.4 -0.1 0.3 0.39
S 1.7221 4.5487 5.2835 0.2 -0.3 -0.2 -0.40
N 1.8455 4.3626 1.6003 -0.2 -0.1 -1.1 -0.02
C 0.8354 4.8869 0.8052 0.2 -0.4 0.1 0.05
O 0.8021 6.0090 0.3772 0.1 0.1 0.0 -0.68
C -0.1974 3.8054 0.5693 0.2 0.4 -0.1 -0.85
C 0.3012 2.5064 1.2845 -0.7 2.3 -0.2 1.13
C -0.6860 2.2368 2.4432 -0.2 -0.9 -0.6 -1.28
C -2.1082 1.9053 1.9817 0.5 -0.5 -0.1 -0.42
F -2.9733 2.1031 3.0592 -0.1 0.2 0.0 -0.43
S 0.3135 1.2890 -0.0432 0.2 -0.7 -1.2 1.27
C 0.7861 -0.2627 0.6755 0.0 0.4 0.5 -0.43
O 1.2745 1.6866 -1.0480 0.0 0.1 0.5 -0.65
O -1.0408 1.1769 -0.5415 0.0 0.1 0.7 -0.49
H 7.3109 2.5303 3.1212 0.2 0.2 -0.1 0.39
H 7.2575 1.2104 1.9689 0.2 0.0 0.0 0.12
H 7.4576 2.8203 1.3411 0.2 0.3 0.2 0.27
H 5.0251 2.8706 2.8694 -0.2 -0.3 0.1 0.21
H 5.0498 1.3036 2.0092 -0.3 0.1 0.1 0.17
H 5.6811 2.6696 -0.0603 0.0 0.2 0.1 0.48
H 5.1938 4.1142 0.7902 -0.1 0.0 0.1 0.11
H 3.1159 3.5002 -0.2920 -0.1 0.0 0.0 0.52
H 3.6838 1.8729 -0.4810 -0.1 0.0 0.1 0.12
H 2.7675 4.7597 1.4725 0.0 0.1 0.4 0.32
H -0.3084 3.7395 -0.5135 -0.1 -0.2 0.0 0.39
H -1.1274 4.1903 0.9852 -0.1 -0.2 -0.1 0.34
H -0.7434 3.1202 3.0788 0.2 0.0 0.0 0.51
H -0.3474 1.3740 3.0136 0.1 0.3 0.3 0.53
H -2.1695 0.8482 1.7187 -0.1 0.0 0.0 0.24
H -2.4410 2.4734 1.1153 -0.2 0.2 0.2 0.35
H 0.3847 -0.2949 1.6907 -0.1 -0.1 -0.1 0.00
H 1.8700 -0.3107 0.7427 0.0 0.0 -0.2 0.16
H 0.3376 -1.0542 0.0811 0.1 0.1 -0.2 0.51
C -3.6977 -0.3280 -3.7410 0.0 0.0 -0.2 -0.83
S -3.0498 -0.8588 -2.1519 0.2 -0.1 -0.1 0.71
O -2.8192 -2.3321 -2.2540 -0.1 0.0 0.0 -0.72
C -4.5589 -0.6333 -1.2056 -0.1 0.0 0.1 -0.54
H -2.8869 -0.4210 -4.4625 0.1 0.0 0.1 0.35
H -4.5383 -0.9564 -4.0358 0.1 0.1 0.1 0.10
H -4.0056 0.7162 -3.6752 0.0 0.0 0.0 0.35
H -5.3589 -1.2335 -1.6353 0.0 0.0 -0.1 0.09
H -4.8318 0.4230 -1.2097 0.0 0.0 0.0 0.42
H -4.3498 -0.9562 -0.1864 0.1 0.0 0.0 0.11
C -8.4182 -3.4117 -3.4068 -0.1 0.0 -0.2 -1.01
S -6.6486 -3.1383 -3.4885 0.0 -0.1 0.1 0.57
O -6.4448 -1.6697 -3.6769 -0.3 -0.1 -0.1 -0.68
C -6.3983 -3.9058 -5.0901 0.0 0.0 -0.1 -1.06
H -8.7832 -2.9602 -2.4867 0.0 0.0 0.0 0.26
H -8.8994 -2.9397 -4.2646 0.1 0.0 0.0 0.39
H -8.6215 -4.4814 -3.3849 0.0 0.0 0.1 0.42
H -7.0137 -3.4010 -5.8350 0.0 0.0 0.0 0.30
H -6.6580 -4.9620 -5.0249 0.0 0.0 0.0 0.39
H -5.3453 -3.8013 -5.3434 0.0 0.0 0.0 0.36
C 11.2757 1.9996 -1.2519 0.1 -0.1 -0.1 -0.92
S 10.3325 1.6986 0.2521 0.0 0.0 0.0 0.74
O 9.6914 2.9894 0.5966 0.1 0.1 0.0 -0.64
C 11.7651 1.5396 1.3288 0.1 -0.1 0.0 -1.04
H 10.5620 2.1753 -2.0542 0.0 0.0 0.0 0.20
H 11.9057 2.8790 -1.1177 0.0 0.0 0.0 0.32
H 11.8821 1.1238 -1.4853 0.0 0.0 0.0 0.36
H 12.3601 2.4516 1.2809 0.0 0.0 0.0 0.33
H 12.3571 0.6767 1.0223 0.0 0.0 0.0 0.35
H 11.3968 1.3909 2.3416 0.0 0.0 0.0 0.31
C 5.4835 -1.5739 -1.3928 0.0 0.0 -0.1 -0.86
S 6.0390 -1.6978 0.3116 -0.1 0.1 0.0 0.53
O 6.7709 -0.4401 0.6098 0.0 -0.2 -0.1 -0.55
C 7.2768 -2.9701 0.0237 0.0 -0.1 -0.1 -1.10
H 4.7322 -0.7871 -1.4365 0.0 0.0 0.0 0.18
H 6.3286 -1.3117 -2.0297 0.0 0.0 0.0 0.28
H 5.0429 -2.5218 -1.7028 0.0 0.0 0.0 0.44
H 7.9970 -2.6150 -0.7136 0.0 0.0 0.0 0.29
H 6.7882 -3.8813 -0.3219 0.0 0.0 0.0 0.40
H 7.7794 -3.1599 0.9698 0.0 0.0 0.0 0.35
C 6.0265 4.7100 -3.7622 0.1 0.1 0.0 -1.01
S 5.4156 3.0402 -3.5081 -0.1 0.0 0.0 0.44
O 5.7654 2.6705 -2.1094 0.0 -0.1 -0.5 -0.51
C 6.6147 2.2321 -4.5770 0.1 0.0 0.0 -0.96
H 5.4333 5.3750 -3.1381 0.0 0.0 0.0 0.31
H 7.0741 4.7630 -3.4661 0.0 0.0 0.0 0.29
H 5.9049 4.9851 -4.8100 0.0 0.0 0.0 0.41
H 7.6222 2.4583 -4.2273 0.0 0.0 0.0 0.21
H 6.4765 2.5742 -5.6026 0.0 0.0 0.0 0.41
H 6.4352 1.1604 -4.5214 0.0 0.0 0.0 0.31
C -12.4828 -5.9955 -2.5837 -0.1 0.0 0.0 -0.99
S -11.2235 -5.0013 -1.7766 0.0 0.0 0.0 0.61
O -9.9530 -5.7717 -1.8512 0.0 -0.1 0.0 -0.60
C -11.8554 -5.2034 -0.1075 0.0 0.0 0.1 -0.95
H -12.2437 -6.0337 -3.6444 0.0 0.0 0.0 0.31
H -12.4734 -7.0017 -2.1656 0.0 0.0 0.0 0.32
H -13.4578 -5.5286 -2.4445 0.0 0.0 0.0 0.36
H -11.8887 -6.2638 0.1413 0.0 0.0 0.0 0.31
H -12.8486 -4.7597 -0.0401 0.0 0.0 0.0 0.38
H -11.1767 -4.6866 0.5679 0.0 0.0 0.0 0.27
C -2.6451 -2.0720 3.9565 0.1 -0.1 0.0 -0.72
S -1.3579 -1.0548 4.6717 -0.2 0.2 0.2 0.46
O -0.3879 -0.7403 3.5816 0.0 -0.2 0.0 -0.63
C -0.6201 -2.3258 5.7004 0.1 -0.1 -0.1 -1.10
H -3.1939 -1.4576 3.2469 0.0 0.0 0.0 -0.10
H -2.2003 -2.9239 3.4416 0.0 0.0 0.0 0.42
H -3.3252 -2.4069 4.7384 0.0 0.0 0.0 0.45
H -0.3021 -3.1623 5.0778 0.0 0.0 0.0 0.31
H -1.3507 -2.6518 6.4401 0.0 0.0 0.0 0.40
H 0.2409 -1.8880 6.2009 0.0 0.0 0.0 0.37
C -7.7724 -2.3226 1.6194 -0.1 0.0 0.0 -1.06
S -6.1391 -1.8025 2.1588 0.1 0.0 0.0 0.62
O -5.9497 -2.3208 3.5407 -0.1 0.0 0.0 -0.65
C -6.5242 -0.0531 2.2997 0.0 0.1 0.0 -0.83
H -7.7538 -3.4053 1.5117 0.0 0.0 0.0 0.37
H -8.5104 -2.0348 2.3685 0.0 0.0 0.0 0.35
H -7.9972 -1.8613 0.6572 0.0 0.0 0.0 0.33
H -7.3452 0.0829 3.0037 0.0 0.0 0.0 0.40
H -6.7890 0.3379 1.3169 0.0 0.0 0.0 0.33
H -5.6335 0.4546 2.6672 0.0 0.0 0.0 0.15
```
Positions in Å, forces in eV/Å.

The net charge is 0. Its LUMO energy is 0.26 eV. The calculation puts the frontier orbital gap at 8.2684 eV.

=====

Number 1: HOMO level -11.54 eV. Number 2: HOMO level -8.00 eV.